{"formula": "C50H109BBrFN3O12P2", "method": "the ωB97M-V functional and the def2-TZVPD basis", "spin_multiplicity": 1, "orbital_gap_ev": 8.55, "energy_ev": -174668.4698, "total_charge": 1, "lumo_energy_ha": -0.118, "e_homo_ev": -11.75, "elements": ["C", "C", "C", "C", "C", "C", "O", "C", "Br", "P", "P", "O", "O", "O", "O", "C", "C", "C", "O", "C", "C", "C", "C", "N", "O", "C", "C", "C", "O", "N", "B", "O", "O", "C", "C", "O", "N", "C", "O", "F", "H", "H", "H", "H", "H", "H", "H", "H", "H", "H", "H", "H", "H", "H", "H", "H", "H", "H", "H", "H", "H", "H", "H", "H", "H", "H", "H", "H", "H", "H", "H", "H", "H", "H", "H", "H", "H", "H", "H", "C", "C", "C", "C", "C", "C", "H", "H", "H", "H", "H", "H", "H", "H", "H", "H", "H", "H", "H", "H", "C", "C", "C", "C", "C", "C", "H", "H", "H", "H", "H", "H", "H", "H", "H", "H", "H", "H", "H", "H", "C", "C", "C", "C", "C", "C", "H", "H", "H", "H", "H", "H", "H", "H", "H", "H", "H", "H", "H", "H", "C", "C", "C", "C", "C", "C", "H", "H", "H", "H", "H", "H", "H", "H", "H", "H", "H", "H", "H", "H", "C", "C", "C", "C", "C", "C", "H", "H", "H", "H", "H", "H", "H", "H", "H", "H", "H", "H", "H", "H"], "positions_angstrom": [[6.05851, -1.87146, -0.14322], [5.92274, -0.34518, -0.16906], [4.90371, 0.38992, 0.71735], [5.20829, -0.03046, 2.17645], [6.64697, -0.19953, 2.69475], [7.51805, 0.95487, 3.14940], [8.16324, 1.63740, 2.08187], [5.10325, 1.94142, 0.41972], [5.23463, 3.05943, 2.11838], [6.59084, 2.69351, -0.50021], [6.29032, 2.49689, -2.66007], [4.95198, 2.82563, -3.14639], [6.90425, 1.10129, -3.16171], [7.33552, 3.57748, -3.20547], [4.11043, 2.55456, -0.28990], [2.72918, 2.33710, -0.05224], [2.16134, 3.62374, 0.52124], [2.49160, 4.78062, -0.43935], [1.36719, 5.63776, -0.56582], [2.37394, 1.07480, 0.80918], [0.89838, 0.81900, 0.42259], [0.05262, -0.44758, 0.64308], [-0.66985, -0.97347, -0.58123], [-0.20820, -1.02632, 1.74050], [2.61096, 1.50510, 2.09009], [1.90275, 1.32592, 3.30301], [0.81642, 2.35430, 3.63582], [-0.63029, 1.89526, 3.47166], [1.05885, 2.64843, 5.00858], [3.40594, -0.02914, 0.38039], [3.09429, -0.30676, -1.13059], [2.07687, -1.16620, -1.39488], [3.72508, 0.38458, -2.06787], [3.78308, -0.17477, -3.38999], [3.00568, -1.28978, 1.11746], [2.59571, -1.19136, 2.21351], [3.24967, -2.53780, 0.47025], [2.11885, -3.41780, 0.51429], [1.46934, -3.71312, -0.41014], [1.92765, -3.93530, 1.70388], [5.89920, -2.31762, 0.83301], [5.41750, -2.33616, -0.88559], [7.07070, -2.13020, -0.44258], [5.88766, -0.01306, -1.20160], [6.89983, 0.00400, 0.14489], [4.83592, -1.04216, 2.32001], [4.62594, 0.54935, 2.88445], [7.25907, -0.85010, 2.07122], [6.53852, -0.79468, 3.60538], [8.28209, 0.53262, 3.80423], [6.96676, 1.64350, 3.78057], [9.08606, 1.37531, 2.06426], [7.70991, 1.87059, -0.33434], [6.98319, 1.12804, -4.12835], [8.12379, 3.66354, -2.65236], [2.27347, 2.26403, -1.03845], [2.60011, 3.86940, 1.47889], [1.07690, 3.59579, 0.58990], [2.73140, 4.37230, -1.42079], [3.34156, 5.33678, -0.05347], [1.20054, 5.81160, -1.49394], [0.37792, 1.59972, 0.97550], [0.67534, 1.09102, -0.60440], [-1.73294, -0.93031, -0.35312], [-0.42223, -2.01198, -0.76358], [-0.51161, -0.34169, -1.45319], [0.28980, -0.58826, 2.51113], [2.64329, 1.49878, 4.08312], [1.54667, 0.32771, 3.54373], [0.95313, 3.27473, 3.06218], [-0.76619, 0.91529, 3.92258], [-1.26579, 2.56835, 4.04481], [-1.00006, 1.91957, 2.45135], [0.46930, 3.35585, 5.28395], [1.36100, -0.72570, -1.87054], [2.87271, 0.03714, -3.94281], [3.97096, -1.24365, -3.36060], [4.59728, 0.29974, -3.91536], [4.00265, -2.98440, 0.99082], [-1.94874, 1.46741, -4.92658], [-3.00227, 2.16823, -4.07273], [-2.69749, 3.64393, -3.81621], [-1.40221, 3.90400, -3.04663], [-1.32464, 3.21749, -1.68578], [-2.40192, 3.67207, -0.70471], [-0.96869, 1.46778, -4.44225], [-2.22514, 0.42778, -5.10537], [-1.84492, 1.95694, -5.89625], [-3.11832, 1.63524, -3.12388], [-3.96792, 2.09894, -4.57783], [-3.53865, 4.09073, -3.28058], [-2.64190, 4.16924, -4.77356], [-1.28858, 4.98384, -2.90719], [-0.54685, 3.58973, -3.65282], [-0.34129, 3.42550, -1.24693], [-1.38406, 2.12938, -1.81634], [-2.33428, 4.74682, -0.52650], [-2.29119, 3.16854, 0.25894], [-3.40308, 3.44908, -1.07321], [3.41654, -2.59399, 4.69229], [4.79840, -3.19276, 4.43831], [4.89890, -4.67541, 4.79031], [4.65744, -4.99543, 6.26532], [5.58919, -4.27526, 7.23895], [7.06165, -4.62952, 7.04752], [3.14183, -2.64218, 5.74616], [3.39751, -1.54560, 4.40142], [2.65368, -3.11988, 4.11891], [5.55348, -2.62209, 4.98642], [5.04658, -3.07680, 3.37095], [5.88347, -5.04523, 4.49156], [4.17456, -5.23460, 4.18913], [4.76324, -6.07471, 6.40404], [3.62185, -4.76190, 6.52587], [5.29190, -4.53760, 8.25627], [5.45911, -3.19225, 7.15571], [7.22189, -5.70203, 7.16918], [7.68136, -4.11480, 7.78195], [7.42332, -4.34380, 6.05803], [-5.76633, -4.57224, -3.38926], [-4.34250, -4.42516, -2.85992], [-4.00002, -3.00154, -2.42507], [-4.05773, -1.95608, -3.54029], [-3.15410, -2.24198, -4.73848], [-1.67392, -2.28312, -4.37345], [-5.93214, -3.96497, -4.28032], [-5.96887, -5.60941, -3.65688], [-6.49456, -4.27385, -2.63291], [-3.63222, -4.77092, -3.61601], [-4.21593, -5.08735, -1.99965], [-3.00275, -3.00066, -1.97298], [-4.68808, -2.69791, -1.62994], [-3.78532, -0.98185, -3.11699], [-5.08744, -1.85056, -3.89051], [-3.31555, -1.46126, -5.48659], [-3.43926, -3.18196, -5.21629], [-1.36687, -1.33146, -3.92883], [-1.05820, -2.45518, -5.25740], [-1.45540, -3.08003, -3.66078], [-11.11052, -7.24596, -4.83644], [-10.22494, -8.27481, -4.13863], [-10.41486, -8.31374, -2.62321], [-10.06339, -7.01430, -1.89749], [-8.63400, -6.52278, -2.11799], [-7.57244, -7.49466, -1.60967], [-10.89015, -6.23071, -4.50339], [-10.96091, -7.27522, -5.91627], [-12.16555, -7.44527, -4.63970], [-9.17664, -8.08148, -4.38288], [-10.45216, -9.26542, -4.53989], [-9.81937, -9.13401, -2.21322], [-11.45699, -8.56296, -2.40206], [-10.22668, -7.16087, -0.82532], [-10.75878, -6.22673, -2.19990], [-8.51322, -5.56746, -1.59990], [-8.46503, -6.31684, -3.17837], [-7.69691, -7.68139, -0.54120], [-6.57072, -7.08919, -1.76248], [-7.61926, -8.45253, -2.12911], [-1.08808, 7.01137, 1.48168], [-2.53854, 6.98610, 1.95768], [-3.51611, 7.59300, 0.95291], [-3.28401, 9.07259, 0.64371], [-3.32347, 9.99677, 1.85950], [-4.67212, 10.00449, 2.57417], [-0.72743, 8.02866, 1.32802], [-0.43249, 6.54047, 2.21704], [-0.97576, 6.46666, 0.54274], [-2.61968, 7.49800, 2.92017], [-2.83302, 5.94778, 2.14012], [-4.53555, 7.45208, 1.32158], [-3.45775, 7.02939, 0.01528], [-4.04259, 9.39875, -0.07414], [-2.32238, 9.19407, 0.13724], [-3.09348, 11.01206, 1.52800], [-2.53587, 9.72306, 2.56684], [-5.46884, 10.31639, 1.89630], [-4.65971, 10.69798, 3.41539], [-4.92822, 9.01958, 2.96721]], "forces_ev_per_a": [[-0.2, 0.1, -0.5], [0.5, -0.4, -0.4], [1.2, 0.0, 0.4], [-0.1, -0.3, 0.3], [0.3, -0.1, 0.4], [0.4, -0.3, 0.2], [-0.3, 0.2, -0.2], [-0.5, 0.4, 0.4], [0.2, -0.2, 0.2], [0.1, 0.8, 0.2], [-0.3, 0.4, 0.1], [-0.2, -0.2, -0.1], [0.0, -0.1, -0.1], [0.2, 0.0, 0.3], [0.0, -0.9, -0.6], [-0.3, 0.3, 0.2], [0.2, 0.7, -0.3], [-0.3, -0.3, -0.3], [-0.2, 0.1, 0.3], [-0.4, 1.8, -0.3], [-0.8, -0.5, 0.5], [0.0, -0.5, 0.1], [-0.3, 0.4, 0.5], [0.3, 0.3, -0.2], [0.3, -0.6, -0.1], [-0.3, 0.1, 1.1], [-0.4, 0.5, -0.1], [0.1, 0.1, 0.4], [0.2, -0.1, 0.1], [-0.3, -0.5, -0.4], [-0.2, 0.2, -0.7], [-0.2, 0.3, 0.7], [0.7, -0.3, 0.3], [0.0, 0.2, -0.5], [0.5, -0.1, 0.4], [-0.7, 0.1, 0.2], [0.3, 0.4, -0.1], [0.0, 0.0, -0.6], [-0.5, -0.1, -0.5], [0.1, -0.2, 0.8], [0.0, -0.1, 0.2], [-0.2, -0.2, 0.1], [0.1, 0.1, 0.0], [-0.3, 0.0, -0.1], [-0.1, 0.4, 0.4], [0.0, -0.1, -0.2], [0.0, 0.2, 0.0], [-0.1, 0.0, -0.3], [-0.3, -0.1, 0.1], [0.1, -0.1, 0.0], [-0.1, 0.3, -0.2], [0.1, 0.0, 0.0], [-0.1, -0.4, 0.0], [0.1, -0.2, 0.0], [0.1, 0.1, -0.2], [0.3, -0.4, -0.2], [-0.1, -0.3, 0.3], [-0.1, -0.1, 0.1], [0.3, 0.0, -0.1], [0.2, 0.1, -0.1], [0.1, 0.1, -0.1], [0.0, 0.1, 0.2], [0.6, 0.2, -0.2], [-0.1, -0.1, -0.1], [0.1, -0.1, -0.2], [0.0, -0.1, -0.2], [0.0, -0.1, 0.1], [0.3, 0.1, -0.2], [0.0, -0.2, -0.6], [0.2, -0.1, -0.2], [-0.1, -0.2, -0.1], [-0.1, 0.1, -0.1], [0.0, -0.2, -0.2], [-0.1, 0.0, 0.1], [0.0, -0.4, -0.4], [-0.2, 0.0, 0.1], [-0.1, -0.1, 0.1], [0.1, 0.2, 0.1], [0.1, 0.0, 0.1], [-0.1, 0.0, 0.1], [0.1, 0.0, -0.1], [0.0, 0.0, 0.0], [0.1, 0.0, 0.0], [0.1, 0.0, 0.1], [0.1, -0.1, 0.0], [0.0, 0.0, 0.0], [0.0, 0.1, 0.0], [0.0, 0.0, 0.0], [0.0, 0.0, 0.0], [0.0, 0.0, 0.0], [0.0, 0.0, 0.0], [0.0, 0.0, 0.0], [0.0, 0.0, 0.0], [0.0, 0.0, 0.0], [0.0, 0.0, 0.0], [0.0, 0.0, 0.0], [0.0, 0.0, 0.0], [0.0, 0.0, 0.0], [0.0, 0.0, 0.0], [0.2, 0.0, 0.1], [-0.2, 0.0, -0.1], [0.1, 0.0, 0.0], [0.0, 0.0, 0.0], [0.1, -0.1, 0.0], [-0.1, 0.1, 0.0], [0.0, 0.0, 0.0], [-0.1, 0.1, 0.0], [-0.1, 0.0, 0.0], [0.0, 0.0, 0.0], [0.0, 0.0, 0.0], [0.0, 0.0, 0.0], [0.0, 0.0, 0.0], [0.0, 0.0, 0.0], [0.0, 0.0, 0.0], [0.0, 0.0, 0.0], [0.0, 0.0, 0.0], [0.0, 0.0, 0.0], [0.0, 0.0, 0.0], [0.0, 0.0, 0.0], [0.1, 0.0, 0.0], [-0.1, 0.0, 0.0], [0.1, 0.0, 0.0], [0.0, 0.0, 0.0], [0.0, 0.1, 0.1], [0.0, 0.0, -0.1], [0.0, 0.0, 0.0], [-0.1, 0.0, 0.0], [0.0, 0.0, 0.0], [0.0, 0.0, 0.0], [0.0, 0.0, 0.0], [0.0, 0.0, 0.0], [0.0, 0.0, 0.0], [0.0, 0.0, 0.0], [0.0, 0.0, 0.0], [0.0, 0.0, 0.0], [0.0, 0.0, 0.0], [0.0, 0.0, 0.0], [0.0, 0.0, 0.0], [0.0, 0.0, 0.0], [0.1, 0.0, 0.0], [-0.1, 0.0, 0.0], [0.0, 0.0, 0.0], [0.0, 0.0, 0.0], [0.0, -0.1, 0.1], [0.0, 0.1, -0.1], [0.0, 0.0, 0.0], [0.0, 0.0, 0.0], [0.0, 0.0, 0.0], [0.0, 0.0, 0.0], [0.0, 0.0, 0.0], [0.0, 0.0, 0.0], [0.0, 0.0, 0.0], [0.0, 0.0, 0.0], [0.0, 0.0, 0.0], [0.0, 0.0, 0.0], [0.0, 0.0, 0.0], [0.0, 0.0, 0.0], [0.0, 0.0, 0.0], [0.0, 0.0, 0.0], [-0.1, -0.1, 0.1], [0.1, 0.0, -0.1], [-0.1, 0.0, 0.0], [0.1, 0.0, 0.0], [-0.1, 0.0, 0.0], [0.1, 0.0, 0.0], [0.0, 0.0, 0.0], [0.1, 0.0, 0.0], [0.1, 0.0, 0.0], [0.0, 0.0, 0.0], [0.0, 0.0, 0.0], [0.0, 0.0, 0.0], [0.0, 0.0, 0.0], [0.0, 0.0, 0.0], [0.0, 0.0, 0.0], [0.0, 0.0, 0.0], [0.0, 0.0, 0.0], [0.0, 0.0, 0.0], [0.0, 0.0, 0.0], [0.0, 0.0, 0.0]]}